One molecule with the formula C3H3BrO in a non-equilibrium geometry. Source: the Open Molecules 2025 dataset; level of theory: wB97M-V/def2-TZVPD.

Cartesian coordinates (Å):
C (1.932, 1.793, 0.032)
C (1.524, 0.552, -0.191)
C (0.144, 0.026, 0.078)
O (2.341, 2.888, 0.046)
Br (3.052, -0.651, -0.001)
H (-0.471, 0.702, -0.329)
H (-0.163, -0.290, 1.067)
H (-0.156, -0.820, -0.591)

Calculated values
**Relative energy (zero: lowest compared OMol25 entry of this formula, charge and spin)**: 15.0 kcal/mol
**Orbital gap**: 8.830 eV
**Calculated total energy**: -75247.8804 eV

=====

One molecule with the formula C3H3BrO2 in a non-equilibrium geometry. Source: the Open Molecules 2025 dataset; level of theory: wB97M-V/def2-TZVPD.

Cartesian coordinates (Å):
C (0.479, 0.872, -1.757)
C (0.127, 0.237, -0.804)
C (-0.304, -0.431, 0.386)
O (-0.101, 0.202, 1.564)
O (0.503, -1.836, 0.508)
Br (-2.235, -0.937, 0.192)
H (0.779, 1.391, -2.619)
H (-0.118, 1.165, 1.464)
H (0.310, -2.137, 1.401)

Calculated values
**Relative energy (zero: lowest compared OMol25 entry of this formula, charge and spin)**: 49.6 kcal/mol
**Orbital gap**: 10.917 eV
**Calculated total energy**: -77294.1141 eV

=====

A 2-piece molecular cluster, C3H3BrO2S overall in a non-equilibrium geometry. Source: the Open Molecules 2025 dataset; level of theory: wB97M-V/def2-TZVPD.

Cartesian coordinates (Å):
C (0.617, -0.847, 0.071)
C (1.977, -0.656, -0.449)
C (-0.555, -0.443, -0.510)
O (2.595, 0.304, -0.747)
O (3.251, 3.546, 0.248)
S (3.765, 2.177, 0.288)
Br (2.961, -2.322, -0.149)
H (0.650, -1.327, 1.024)
H (-0.743, -0.074, -1.470)
H (-1.533, -0.500, 0.065)

Calculated values
**Relative energy (zero: lowest compared OMol25 entry of this formula, charge and spin)**: 16.6 kcal/mol
**Orbital gap (spin up / spin down)**: 7.499 / 7.585 eV
**Calculated total energy**: -88128.9109 eV